Below is C31H30BrNOPPt as an isolated structure, with properties calculated with ωB97M-V/def2-TZVPD.

Element x y z (Å)
1 Pt -0.1322 -0.5292 0.3851
2 C -2.9922 4.9662 0.1431
3 C -3.3599 4.0978 -0.8790
4 C -2.6026 2.9687 -1.1328
5 C -1.4612 2.7240 -0.3518
6 C -1.0763 3.6156 0.6611
7 C -1.8538 4.7293 0.9095
8 P -0.3814 1.3976 -0.7369
9 C -1.1241 -0.0177 -1.5723
10 C -2.5097 -0.3006 -1.3652
11 C -3.1608 -1.1727 -2.2022
12 C -2.4603 -1.7698 -3.2584
13 C -1.1056 -1.5131 -3.4778
14 C -0.4363 -0.6402 -2.6510
15 C 1.2058 1.8164 -1.3146
16 C 1.5488 2.9497 -2.0250
17 C 2.8653 3.0850 -2.4879
18 C 3.7955 2.1054 -2.2321
19 C 3.4762 0.9407 -1.4862
20 C 4.4224 -0.0584 -1.1558
21 C 4.0587 -1.1247 -0.3828
22 C 2.7329 -1.2588 0.1034
23 C 1.8141 -0.3152 -0.2369
24 C 2.1517 0.8074 -1.0178
25 H -3.5915 5.8463 0.3364
26 H -4.2321 4.3075 -1.4828
27 H -2.8784 2.3090 -1.9448
28 H -0.1734 3.4503 1.2372
29 H -1.5723 5.4209 1.6915
30 H -3.0475 0.1873 -0.5602
31 H -4.2125 -1.3846 -2.0621
32 H -2.9855 -2.4442 -3.9245
33 H -0.5903 -1.9833 -4.3045
34 H 0.6070 -0.4067 -2.8257
35 H 0.8168 3.7222 -2.2279
36 H 3.1459 3.9660 -3.0479
37 H 4.8100 2.2230 -2.5942
38 H 5.4398 0.0360 -1.5130
39 H 4.7834 -1.8830 -0.1190
40 H 2.4918 -2.1085 0.7264
41 Br 2.5122 -0.2892 6.4978
42 C 1.7977 -0.3626 4.7936
43 C 1.5119 -1.5887 4.1930
44 C 0.9754 -1.6069 2.9283
45 N 0.7122 -0.4755 2.2459
46 C 1.0064 0.7113 2.8150
47 C 1.5370 0.8060 4.0781
48 H 1.7039 -2.5204 4.7067
49 H 0.7303 -2.5393 2.4381
50 H 0.8089 1.5966 2.2298
51 H 1.7521 1.7779 4.4991
52 C -2.6335 -1.4070 1.8275
53 C -2.2548 -2.7131 1.1760
54 O -0.8823 -2.6565 0.7024
55 C -0.5621 -3.8568 -0.0668
56 C 0.8678 -3.8376 -0.5299
57 H -3.7151 -1.3581 1.9536
58 H -2.3769 -0.5350 1.1912
59 H -2.1704 -1.2634 2.8013
60 H -2.8964 -2.9232 0.3167
61 H -2.3382 -3.5462 1.8754
62 H -1.2655 -3.9102 -0.9015
63 H -0.7477 -4.7065 0.5918
64 H 1.1046 -2.9302 -1.0881
65 H 1.0301 -4.6857 -1.1957
66 H 1.5663 -3.9412 0.3000

Force components x, y, z for each atom (eV/Å):
Pt 0.2 -0.1 0.0
C 0.0 0.0 0.0
C 0.0 0.0 0.0
C 0.0 0.0 0.1
C 0.0 -0.1 -0.1
C 0.0 0.0 0.0
C 0.0 0.0 0.0
P 0.2 0.3 0.1
C -0.1 0.1 -0.1
C -0.1 0.0 -0.2
C 0.0 0.0 0.0
C 0.0 0.0 0.0
C 0.0 0.0 0.0
C 0.0 -0.1 -0.1
C 0.0 0.0 0.0
C 0.0 0.0 0.0
C 0.0 0.0 0.0
C 0.0 0.0 0.0
C 0.0 0.1 0.0
C 0.0 0.0 0.0
C 0.0 0.0 0.0
C 0.1 0.1 0.0
C 0.0 0.1 -0.1
C 0.0 -0.1 0.1
H 0.0 0.0 0.0
H 0.0 0.0 0.0
H 0.0 0.0 0.0
H 0.0 0.0 0.0
H 0.0 0.0 0.0
H 0.0 0.0 -0.1
H 0.0 0.0 0.0
H 0.0 0.0 0.0
H 0.0 0.0 0.0
H 0.0 0.0 0.0
H 0.0 0.0 0.0
H 0.0 0.0 0.0
H 0.0 0.0 0.0
H 0.0 0.0 0.0
H 0.0 0.0 0.0
H 0.0 0.1 0.0
Br 0.0 0.0 0.0
C 0.0 0.0 0.0
C 0.0 0.0 0.0
C -0.1 0.0 0.0
N -0.2 0.1 0.0
C 0.0 0.0 0.0
C 0.0 0.0 0.0
H 0.0 0.0 0.0
H 0.0 0.0 0.0
H 0.0 0.0 0.0
H 0.0 0.0 0.0
C 0.2 0.1 0.1
C 0.0 0.0 -0.1
O -0.1 -0.1 0.2
C 0.0 0.0 0.0
C -0.1 -0.1 0.0
H 0.0 0.0 0.0
H 0.0 -0.1 0.1
H 0.0 0.0 0.0
H 0.0 0.0 0.0
H 0.0 0.0 0.0
H 0.0 0.0 0.0
H 0.0 0.0 0.0
H -0.1 0.0 -0.1
H 0.0 0.0 0.0
H 0.0 0.0 0.0

Values from the calculation:
Gap between HOMO and LUMO = 6.15 eV
Net charge = +3
ΔE to the lowest compared entry with this formula, charge and spin = 0.8 kcal/mol
E_HOMO = -17.05 eV



Below is a 7-piece molecular cluster, C14H42O7 overall in a non-equilibrium geometry, with properties calculated with ωB97M-V/def2-TZVPD.

Element x y z (Å)
1 C -4.9172 2.2130 -3.0820
2 C -5.0292 1.6800 -1.6290
3 O -5.7832 2.5770 -0.8830
4 H -5.8832 2.5100 -3.5670
5 H -4.5772 1.3970 -3.7520
6 H -4.0392 2.9690 -3.1050
7 H -4.0352 1.4620 -1.0920
8 H -5.3882 0.7080 -1.5150
9 H -5.1692 3.2110 -0.5950
10 C -1.4902 -0.6680 -0.6400
11 C -0.3412 0.0900 0.1700
12 O 0.7618 -0.0890 -0.6020
13 H -1.0322 -1.5990 -0.8940
14 H -1.6462 -0.1390 -1.6780
15 H -2.4082 -0.7510 0.0290
16 H -0.0652 -0.2030 1.3350
17 H -0.6852 1.2260 0.1930
18 H 1.6008 0.1370 -0.1530
19 C 0.4658 4.3310 1.3760
20 C -0.2682 3.4630 2.4120
21 O -1.5762 3.0940 2.1060
22 H 1.4358 4.6950 1.6220
23 H -0.1452 5.2630 1.3040
24 H 0.8418 3.6320 0.5320
25 H -0.1912 3.9750 3.3850
26 H 0.3068 2.5480 2.5840
27 H -1.7732 2.4600 2.6900
28 C -0.7432 -1.7390 4.1730
29 C 0.0458 -2.8400 4.9840
30 O -0.6282 -3.1840 6.1610
31 H -1.2552 -1.0040 4.8350
32 H -1.7102 -1.9720 3.7070
33 H -0.2722 -1.4140 3.3300
34 H 0.9058 -2.4860 5.2650
35 H 0.0458 -3.7560 4.2950
36 H -0.0542 -3.8240 6.7260
37 C 0.6838 0.0800 -5.4160
38 C 0.3688 0.1250 -3.9920
39 O 1.4948 -0.2470 -3.2810
40 H -0.3202 0.3670 -6.0350
41 H 0.9818 -0.8900 -5.7400
42 H 1.3868 0.8010 -5.7920
43 H -0.3442 -0.8080 -3.8050
44 H -0.0262 1.0930 -3.7470
45 H 1.3928 -0.1220 -2.3850
46 C 0.8378 -4.3400 -0.4150
47 C 1.6078 -3.0600 -0.1870
48 O 2.8018 -3.4090 0.3690
49 H 1.5268 -5.1030 -1.0210
50 H -0.0382 -4.3880 -1.1880
51 H 0.5578 -4.9370 0.6060
52 H 1.0468 -2.4140 0.4170
53 H 1.5968 -2.4160 -1.2280
54 H 2.6908 -3.9520 1.1740
55 C 4.2908 0.0050 -0.5290
56 C 4.1178 0.9780 0.6340
57 O 2.8728 1.5230 0.5730
58 H 3.6488 -0.6970 -0.5040
59 H 5.2298 -0.4860 -0.4320
60 H 4.0958 0.3300 -1.5680
61 H 4.9818 1.7010 0.5260
62 H 4.3248 0.3150 1.5390
63 H 2.8868 1.9780 1.4030

Force components x, y, z for each atom (eV/Å):
C 1.8 -0.7 -0.4
C 2.1 0.7 -0.4
O -1.5 -0.8 0.4
H 0.9 0.3 1.0
H 0.1 0.2 0.4
H -1.9 -0.7 -0.2
H -0.6 1.0 -1.1
H -1.7 -1.5 -0.4
H 0.9 1.6 0.8
C 0.2 1.8 0.8
C -2.3 1.8 1.8
O 2.4 -0.1 -0.9
H -0.2 -1.1 0.0
H 0.0 -0.7 2.3
H 1.0 0.0 -1.3
H -1.3 0.3 -2.8
H 0.8 -2.0 0.3
H -0.7 0.3 0.0
C -0.8 -1.4 -0.8
C 2.5 0.2 1.2
O 0.7 4.0 -3.9
H 0.7 0.2 1.5
H 0.3 -0.9 -1.3
H -1.8 1.6 0.3
H -0.4 0.2 -0.1
H 0.2 -0.2 -0.2
H -1.5 -3.8 3.3
C -2.8 -1.1 3.1
C -5.9 -2.2 -3.5
O 0.4 -1.7 2.3
H 1.6 0.4 -0.1
H 0.1 -1.7 0.1
H 2.1 1.5 -1.7
H 5.3 1.8 0.7
H 0.8 1.1 0.8
H -1.5 1.8 -1.7
C -2.9 1.2 -3.2
C -1.4 -3.1 0.8
O 2.2 -0.1 -2.6
H 2.1 -0.8 1.4
H 0.3 -0.8 -0.2
H 0.6 0.4 0.3
H 0.3 2.4 -0.3
H -0.5 0.4 0.6
H -0.8 0.5 3.2
C -0.8 -4.0 -1.4
C -2.2 0.0 -3.3
O 2.5 0.2 0.8
H -0.9 1.6 1.6
H 1.0 0.8 1.9
H 0.5 1.6 -2.4
H -0.9 1.0 1.3
H 1.1 -1.8 2.4
H -0.3 0.5 -0.7
C 3.2 4.4 -0.9
C 3.8 -2.4 -1.4
O -1.0 0.7 0.5
H -4.8 -5.4 1.0
H 1.0 -0.2 -0.2
H 0.7 0.9 0.5
H -1.1 -0.2 0.5
H -0.5 1.1 -0.6
H -1.2 1.0 0.7

Values from the calculation:
Gap between HOMO and LUMO = 9.86 eV
ΔE to the lowest compared entry with this formula, charge and spin = 178.9 kcal/mol
E_HOMO = -9.60 eV
SMILES = CCO.CCO.CCO.CCO.CCO.CCO.CCO



Below is a 3-piece molecular cluster, C2H2NO3 overall in a non-equilibrium geometry, with properties calculated with ωB97M-V/def2-TZVPD.

Element x y z (Å)
1 C 1.2289 0.6403 1.6205
2 C 0.3588 2.3649 -2.1972
3 N 1.8223 -0.3739 1.7250
4 O -0.8984 1.4774 -0.4945
5 O -0.4024 2.5956 -3.0084
6 O 1.1577 2.3505 -1.3656
7 H 0.8521 1.4333 0.9527
8 H -1.3716 0.6461 -0.7691

Force components x, y, z for each atom (eV/Å):
C 2.2 -2.8 -1.5
C 0.1 0.0 3.5
N -1.8 2.8 0.6
O -1.0 -1.5 -0.3
O -1.8 0.3 -3.2
O 2.5 0.2 -0.2
H -0.8 -0.1 0.6
H 0.6 1.2 0.5

Values from the calculation:
Gap between HOMO and LUMO = 7.17 eV
Net charge = -1
ΔE to the lowest compared entry with this formula, charge and spin = 66.0 kcal/mol
E_HOMO = -3.25 eV



Among the records above, which one has the lowest ΔE to the lowest compared entry with this formula, charge and spin?
C31H30BrNOPPt